Density functional theory data (the ωB97M-V functional and the def2-TZVPD basis) for a structure of composition C45H18F15GeIN4NiO3S at a distorted geometry.

The geometry in ORCA input format:
```
! RIJCOSX wB97M-V def2-TZVPD def2/J DEFGRID3
* xyz 0 3
Ni -0.27605 -1.00460 -1.43915
C 11.40715 5.18146 2.00349
O 11.02673 3.86753 2.30554
C 9.85172 3.45169 1.76058
C 9.45655 2.16915 2.12551
C 8.29143 1.66399 1.65733
C 7.44431 2.41766 0.83038
C 7.83962 3.69220 0.48286
C 9.03774 4.20698 0.94147
C 6.17564 1.87730 0.37422
N 5.21322 2.50958 -0.24413
C 4.23265 1.56428 -0.47109
C 4.60752 0.33567 0.02525
N 5.86349 0.55622 0.56307
C 3.78801 -0.83162 -0.00082
C 4.06322 -2.08849 0.56685
C 3.12821 -3.09619 0.46745
C 1.92709 -2.87702 -0.19768
N 1.62302 -1.68212 -0.71353
C 2.52567 -0.67377 -0.61191
C 2.14872 0.62967 -1.17115
N 0.91081 0.73237 -1.69318
C 0.49163 1.89155 -2.15235
C 1.27422 3.03979 -2.14167
C 2.50535 2.97005 -1.52645
C 2.98353 1.75659 -1.08796
H 12.36592 5.36690 2.47817
H 10.69841 5.90361 2.36678
H 11.53199 5.32567 0.93507
H 10.13079 1.56388 2.72480
H 8.06960 0.63861 1.91031
H 7.21377 4.30588 -0.17543
H 9.33532 5.16810 0.52444
H 6.43684 -0.13221 1.00737
H 4.97948 -2.29806 1.08030
H 3.34538 -4.06864 0.89574
H 1.10867 -3.60210 -0.25990
H -0.47988 1.89931 -2.61872
H 0.86671 3.96016 -2.50566
H 3.11927 3.84964 -1.50559
F -7.75060 -3.19798 0.00907
C -7.41711 -2.67578 -1.17777
C -6.53075 -1.48748 -1.21441
C -6.12953 -1.01794 -2.59551
F -6.06787 0.32991 -2.76820
C -6.72814 -1.64065 -3.79032
F -6.34551 -1.19139 -4.96676
C -7.59560 -2.64150 -3.63242
F -8.14239 -3.27822 -4.64901
C -7.93169 -3.18323 -2.29697
F -8.62127 -4.32948 -2.29542
Ge -3.24667 -0.72721 0.69962
S -1.06366 -0.84066 0.67881
C -3.80959 -2.14123 1.96089
C -3.20026 -2.01290 3.18233
F -2.64575 -0.83609 3.54980
C -3.08012 -3.04244 4.08711
F -2.50627 -2.85346 5.26546
C -3.54033 -4.30254 3.74525
F -3.45345 -5.30531 4.60459
C -4.15460 -4.47387 2.52127
F -4.67996 -5.65268 2.20718
C -4.27682 -3.40625 1.64352
F -4.90271 -3.66520 0.48012
C -3.79935 1.03749 1.31877
C -3.31252 2.11449 0.60891
F -2.57752 1.95909 -0.52534
C -3.52700 3.41908 0.97766
F -3.02297 4.39813 0.24121
C -4.30694 3.68876 2.10150
F -4.50077 4.92900 2.49886
C -4.81104 2.64204 2.84096
F -5.55556 2.86341 3.91157
C -4.59265 1.32108 2.42217
F -5.16755 0.36252 3.15252
I -7.10967 -0.01735 0.19290
C -5.09700 -1.61551 -1.66951
C -4.60256 -2.98886 -2.00197
C -3.37870 -3.16041 -2.54145
C -2.50698 -2.00741 -2.77515
C -2.81156 -0.83869 -2.15466
C -3.97946 -0.66945 -1.20615
C -1.28807 -2.16402 -3.66853
O -1.35183 -2.84628 -4.67357
O -0.27481 -1.40308 -3.37328
H -5.25441 -3.84823 -1.85605
H -3.07602 -4.14936 -2.86591
H -2.21023 0.05657 -2.42730
H -4.32767 0.34986 -1.28698
*
```

F_max	1.59	eV Å⁻¹
frontier orbital gap (alpha / beta)	7.4 / 7.5	eV

Atom charges from the Mulliken analysis, given in e for atoms 1 to 2: atom 1 (Ni): 0.07, atom 2 (C): -0.88